(1)
Below is a single C9H14 molecule, with properties calculated with the ωB97M-V functional and the def2-TZVPD basis.

The geometry in ORCA input format:
```
! RIJCOSX wB97M-V def2-TZVPD def2/J DEFGRID3
* xyz 0 1
C 0.53 -1.71 1.31
C 0.06 0.26 -0.34
C -1.71 1.95 -0.77
C -0.23 -1.03 0.21
C -1.15 -2.00 -0.72
C 1.25 1.00 0.25
C 1.82 -0.99 1.49
C 2.14 0.19 1.13
C -0.50 1.12 -1.33
H -2.10 -2.36 -0.24
H -2.15 2.49 -1.76
H 0.10 -1.81 2.36
H -1.19 2.69 -0.06
H 0.20 2.05 -1.59
H 0.51 -2.76 0.86
H 2.91 0.70 1.50
H 0.77 1.73 1.03
H -1.54 -1.16 -1.50
H -2.56 1.50 0.14
H -0.86 0.67 -2.37
H -0.59 -2.78 -1.32
H 1.85 1.49 -0.64
H 2.43 -1.26 2.33
*
```

Values from the calculation:
SMILES: CCC1=C(C)CC=CC1
Gap between HOMO and LUMO in eV: 9.13
Relative energy (zero: lowest compared OMol25 entry of this formula, charge and spin) in kcal per mole: 113.4

Results of the Löwdin charge analysis, in e, for atoms 1 through 8:
1 C -0.163
2 C -0.257
3 C -0.148
4 C -0.175
5 C -0.061
6 C -0.157
7 C -0.135
8 C -0.130

---

(2)
Below is 2 unconnected molecules or ions with the total composition C9H14, with properties calculated with the ωB97M-V functional and the def2-TZVPD basis.

The geometry in ORCA input format:
```
! RIJCOSX wB97M-V def2-TZVPD def2/J DEFGRID3
* xyz 0 1
C 0.44 2.80 -0.73
C -0.84 -2.38 1.72
C -0.25 0.13 -1.41
C 2.12 -0.63 -1.34
C -1.34 -1.17 2.48
C -1.17 1.16 -1.41
C -0.88 2.47 -1.00
C 1.35 1.73 -0.69
C 1.09 0.44 -1.10
H 3.13 -0.22 -1.25
H -0.91 -0.26 2.05
H 2.40 1.88 -0.44
H -0.58 -0.88 -1.54
H 0.85 3.77 -0.52
H -2.20 0.86 -1.56
H -1.08 -3.41 2.02
H -2.42 -1.06 2.50
H -1.02 -1.12 3.53
H 2.04 -1.40 -0.56
H 0.24 -2.46 1.71
H 1.97 -1.08 -2.31
H -1.24 -2.35 0.70
H -1.69 3.18 -0.86
*
```

Values from the calculation:
SMILES: Cc1ccccc1.CC
Gap between HOMO and LUMO in eV: 9.96
Relative energy (zero: lowest compared OMol25 entry of this formula, charge and spin) in kcal per mole: 12.8

Results of the Löwdin charge analysis, in e, for atoms 1 through 8:
1 C -0.074
2 C -0.182
3 C -0.063
4 C -0.047
5 C -0.169
6 C -0.101
7 C -0.093
8 C -0.071

---

(3)
Below is 2 unconnected molecules or ions with the total composition C9H14, with properties calculated with the ωB97M-V functional and the def2-TZVPD basis.

The geometry in ORCA input format:
```
! RIJCOSX wB97M-V def2-TZVPD def2/J DEFGRID3
* xyz 0 1
C 1.60 1.64 2.82
C -1.82 -1.31 -0.76
C 0.36 -1.43 0.25
C 3.07 2.01 2.67
C -0.11 0.19 -1.47
C -2.39 0.39 -2.53
C -1.43 -0.25 -1.57
C -0.94 -1.89 0.14
C 0.78 -0.40 -0.57
H -1.94 1.22 -3.07
H 3.60 1.31 2.03
H 0.93 2.50 2.71
H 1.02 -1.85 1.01
H -1.34 -2.68 0.77
H 0.21 1.02 -2.07
H 3.19 3.01 2.28
H -2.81 -0.34 -3.22
H 1.34 1.21 3.79
H 1.23 0.91 2.10
H 3.58 2.00 3.65
H -2.83 -1.69 -0.81
H -3.21 0.85 -1.98
H 1.83 -0.17 -0.51
*
```

Values from the calculation:
SMILES: Cc1ccccc1.CC
Gap between HOMO and LUMO in eV: 10.09
Relative energy (zero: lowest compared OMol25 entry of this formula, charge and spin) in kcal per mole: 6.0

Results of the Löwdin charge analysis, in e, for atoms 1 through 8:
1 C -0.167
2 C -0.064
3 C -0.105
4 C -0.164
5 C -0.052
6 C -0.055
7 C -0.284
8 C -0.093

---

(4)
Below is 2 unconnected molecules or ions with the total composition C9H14, with properties calculated with the ωB97M-V functional and the def2-TZVPD basis.

The geometry in ORCA input format:
```
! RIJCOSX wB97M-V def2-TZVPD def2/J DEFGRID3
* xyz 0 1
C 3.65 1.46 0.22
C -2.45 -1.06 0.18
C -0.70 -0.79 1.70
C -0.55 0.33 -0.44
C -1.97 -1.31 1.44
C -0.04 0.05 0.78
C -3.67 -1.84 -0.30
C -1.84 -0.15 -0.69
C 3.33 1.40 -1.36
H -4.01 -2.57 0.44
H 2.67 2.26 -1.51
H 2.84 1.91 0.81
H -2.43 0.24 -1.56
H -4.54 -1.17 -0.51
H -3.55 -2.06 -1.26
H 3.70 0.45 0.62
H 4.52 2.18 0.23
H -2.66 -1.82 2.11
H 4.11 1.50 -2.07
H 0.04 0.88 -1.24
H 0.99 0.42 1.22
H 2.81 0.44 -1.42
H -0.25 -0.77 2.61
*
```

Values from the calculation:
SMILES: Cc1ccccc1.CC
Gap between HOMO and LUMO in eV: 9.89
Relative energy (zero: lowest compared OMol25 entry of this formula, charge and spin) in kcal per mole: 45.3

Results of the Löwdin charge analysis, in e, for atoms 1 through 8:
1 C -0.159
2 C -0.287
3 C -0.080
4 C -0.105
5 C -0.043
6 C -0.123
7 C -0.043
8 C -0.054

---

(5)
Below is 2 unconnected molecules or ions with the total composition C9H14, with properties calculated with the ωB97M-V functional and the def2-TZVPD basis.

The geometry in ORCA input format:
```
! RIJCOSX wB97M-V def2-TZVPD def2/J DEFGRID3
* xyz 0 1
C 1.29 0.87 0.85
C 1.50 -1.13 -0.44
C 1.09 0.10 1.99
C 1.55 0.26 -0.37
C -2.11 0.69 -0.87
C -2.98 -0.09 0.12
C 1.05 -1.29 1.92
C 1.73 1.05 -1.65
C 1.27 -1.90 0.69
H 0.84 -1.88 2.80
H 1.01 1.87 -1.65
H 1.46 0.41 -2.49
H 1.21 1.94 0.92
H -3.97 0.35 0.22
H 2.72 1.50 -1.77
H 1.21 -2.98 0.61
H -2.75 1.14 -1.63
H -2.55 -0.19 1.12
H -3.11 -1.14 -0.21
H 0.93 0.54 2.97
H 1.64 -1.64 -1.39
H -1.42 0.06 -1.42
H -1.60 1.48 -0.33
*
```

Values from the calculation:
SMILES: Cc1ccccc1.CC
Gap between HOMO and LUMO in eV: 10.11
Relative energy (zero: lowest compared OMol25 entry of this formula, charge and spin) in kcal per mole: 4.1

Results of the Löwdin charge analysis, in e, for atoms 1 through 8:
1 C -0.064
2 C -0.066
3 C -0.095
4 C -0.288
5 C -0.165
6 C -0.166
7 C -0.094
8 C -0.052

---

(6)
Below is 2 unconnected molecules or ions with the total composition C9H14, with properties calculated with the ωB97M-V functional and the def2-TZVPD basis.

The geometry in ORCA input format:
```
! RIJCOSX wB97M-V def2-TZVPD def2/J DEFGRID3
* xyz 0 1
C 0.21 -2.67 0.67
C -0.75 0.90 -1.46
C 0.47 1.43 -2.05
C -0.98 0.90 -0.13
C 1.45 -1.91 1.06
C 0.01 1.21 0.69
C 1.42 1.85 -1.17
C -2.45 0.62 0.17
C 1.17 1.75 0.25
H -0.24 1.11 1.75
H 0.61 1.89 -3.05
H -2.43 -0.44 0.43
H -0.42 -3.32 1.39
H -0.72 -2.05 0.33
H -3.04 0.94 -0.79
H 1.24 -1.28 1.97
H 2.07 1.86 0.91
H 1.83 -1.34 0.20
H -1.43 0.83 -2.32
H 2.25 2.44 -1.43
H 0.34 -3.44 -0.10
H -2.81 1.19 1.15
H 2.21 -2.47 1.56
*
```

Values from the calculation:
SMILES: Cc1ccccc1.CC
Gap between HOMO and LUMO in eV: 10.06
Relative energy (zero: lowest compared OMol25 entry of this formula, charge and spin) in kcal per mole: 53.5

Results of the Löwdin charge analysis, in e, for atoms 1 through 8:
1 C -0.198
2 C -0.067
3 C -0.073
4 C -0.361
5 C -0.178
6 C -0.125
7 C -0.102
8 C -0.045